The following is a quantum chemistry calculation of C18H28GdNS as an isolated structure, from the OMol25 dataset.

Last column: Löwdin spin population.
Element x y z (Å)
1 C 0.495 1.960 -1.917  0.2236
2 H 1.261 2.681 -1.597  0.0025
3 H 0.514 1.799 -2.993  0.0098
4 H 0.643 -1.372 1.812  -0.0022
5 C -0.894 2.307 -1.384  0.0067
6 H -1.647 2.113 -2.164  0.0000
7 H -1.244 1.665 -0.525  -0.0023
8 C -1.035 3.771 -0.894  0.0050
9 H -1.887 3.865 -0.215  0.0019
10 H -0.136 4.103 -0.365  0.0000
11 H -1.199 4.450 -1.738  -0.0004
12 C -0.436 -2.156 -0.567  -0.0214
13 C -1.183 -1.270 -1.423  -0.0180
14 C -0.322 -0.875 -2.497  -0.0079
15 C 0.992 -1.387 -2.228  -0.0189
16 C 0.918 -2.194 -1.045  -0.0207
17 C 2.013 -3.025 -0.474  -0.0013
18 C 2.213 -1.110 -3.032  -0.0026
19 C -0.779 -0.255 -3.771  0.0027
20 C -2.641 -0.992 -1.327  0.0003
21 C -1.045 -3.133 0.377  -0.0015
22 Gd 0.535 0.176 -0.353  6.8786
23 H 2.634 -0.110 -2.824  -0.0016
24 H 2.992 -1.852 -2.820  0.0000
25 H 1.980 -1.148 -4.104  -0.0002
26 H 2.991 -2.662 -0.810  -0.0001
27 H 2.001 -3.010 0.625  -0.0002
28 H 1.920 -4.077 -0.790  -0.0004
29 H -1.951 -2.740 0.851  -0.0002
30 H -1.341 -4.050 -0.159  -0.0008
31 H -0.348 -3.438 1.165  -0.0003
32 H -2.888 -0.011 -1.757  0.0000
33 H -3.227 -1.751 -1.871  -0.0003
34 H -2.972 -0.994 -0.279  0.0001
35 H 0.067 0.110 -4.363  -0.0001
36 H -1.323 -0.991 -4.386  0.0006
37 H -1.466 0.582 -3.597  0.0002
38 S -0.466 -0.590 2.172  -0.0247
39 C 0.188 0.469 3.426  -0.0001
40 N -0.494 0.408 4.613  -0.0015
41 C -0.209 1.215 5.682  -0.0001
42 C 0.803 2.143 5.556  -0.0005
43 C 1.554 2.198 4.377  0.0000
44 C 1.250 1.351 3.304  -0.0012
45 H -1.239 -0.285 4.691  -0.0004
46 H -0.815 1.059 6.568  0.0000
47 H 1.017 2.811 6.385  0.0000
48 H 2.382 2.899 4.291  0.0000
49 H 1.823 1.345 2.375  -0.0022

The calculation puts the HOMO energy (alpha / beta) at -13.81 / -13.74 eV. Its LUMO energy (alpha / beta) is -7.88 / -7.88 eV. The value obtained for the total energy is -1920.644317 a.u. Its expectation value of S² is 16.160. Its spin multiplicity is 8. As for the charge: +2.

---

The following is a quantum chemistry calculation of C8H23AgN2O3 as an isolated structure, from the OMol25 dataset.

Last column: Löwdin spin population.
Element x y z (Å)
1 Ag 0.625 3.409 -0.466  0.0027
2 O 0.583 1.308 -0.566  0.0667
3 H 0.608 0.704 0.189  -0.0004
4 C 2.938 -1.625 -0.115  0.0019
5 C 3.140 -0.986 -1.480  0.0854
6 C 2.021 -1.395 -2.480  0.0771
7 O 2.217 -0.669 -3.653  0.0089
8 C 1.502 -1.205 -4.777  0.0027
9 N 2.950 0.460 -1.379  0.6890
10 H 3.031 -2.710 -0.184  -0.0004
11 H 1.958 -1.374 0.290  0.0000
12 H 3.720 -1.327 0.582  0.0014
13 H 4.133 -1.164 -1.898  0.0157
14 H 1.057 -1.135 -2.022  -0.0009
15 H 2.112 -2.475 -2.635  0.0088
16 H 1.739 -2.256 -4.932  0.0012
17 H 1.881 -0.664 -5.645  0.0002
18 H 0.444 -0.964 -4.683  0.0002
19 H 2.830 0.799 -2.350  0.0188
20 H 1.998 0.743 -0.937  0.0200
21 C -0.885 -0.158 2.706  0.0001
22 C -2.156 -0.171 1.819  0.0001
23 C -2.962 1.092 2.003  0.0000
24 O -3.387 1.181 3.330  0.0000
25 C -4.167 2.349 3.572  0.0000
26 N -1.838 -0.356 0.402  0.0006
27 H -1.137 -0.181 3.763  0.0000
28 H -0.358 0.790 2.515  0.0001
29 H -0.213 -0.965 2.411  0.0000
30 H -2.717 -1.040 2.175  0.0001
31 H -3.755 1.106 1.243  0.0000
32 H -2.315 1.971 1.797  0.0000
33 H -3.611 3.231 3.240  0.0000
34 H -4.277 2.399 4.653  0.0000
35 H -5.143 2.260 3.095  0.0000
36 H -1.460 -1.287 0.273  0.0000
37 H -1.107 0.304 0.144  0.0000

The calculation puts the HOMO energy (alpha / beta) at -11.70 / -11.70 eV. Its LUMO energy (alpha / beta) is -4.81 / -6.96 eV. The value obtained for the total energy is -800.403597 a.u. Its expectation value of S² is 0.754. Its spin multiplicity is 2. As for the charge: +1.

---

no.,M (g mol⁻¹),maximum force (eV Å⁻¹)
1,447.7,2.59
2,303.2,2.74